No. 1
ORCA calculation (ωB97M-V/def2-TZVPD) on a molecular structure, C38H35Cl2N8O4Sc at a distorted geometry.

Output
* energy relative to the best compared isomer or geometry (same formula, charge and spin): 2.197 eV
* Kohn-Sham gap: 5.352 eV
* HOMO level: -5.501 eV

Structure (XYZ):
```
88
Properties=species:S:1:pos:R:3:lowdin_charge:R:1
Sc 0.926 -0.235 -0.266 0.965
C 1.254 -1.904 2.376 -0.082
N 1.021 -0.479 2.064 -0.097
C 1.933 0.456 2.710 -0.110
C 3.068 0.820 1.826 -0.325
N 3.220 0.364 0.609 0.152
C 4.331 1.131 0.114 -0.148
C 4.907 1.327 -1.140 0.012
C 5.983 2.183 -1.259 -0.076
C 6.505 2.894 -0.177 -0.089
C 5.919 2.783 1.065 -0.025
C 4.837 1.919 1.159 -0.192
N 4.003 1.698 2.234 0.170
C 1.265 -2.834 1.186 -0.295
N 1.583 -2.512 -0.039 0.110
C 1.346 -3.689 -0.790 -0.175
C 1.350 -3.948 -2.165 -0.001
C 1.076 -5.235 -2.582 -0.071
C 0.786 -6.266 -1.679 -0.084
C 0.736 -6.026 -0.323 -0.018
C 1.008 -4.725 0.084 -0.183
N 0.966 -4.146 1.337 0.172
H 0.463 -2.255 3.044 0.132
H 2.203 -2.011 2.907 0.137
H 0.091 -0.205 2.362 0.089
H 2.289 0.066 3.672 0.134
H 1.371 1.372 2.910 0.150
H 4.506 0.819 -1.997 0.092
H 6.420 2.322 -2.240 0.106
H 7.346 3.558 -0.325 0.103
H 6.261 3.358 1.916 0.108
H 4.044 2.155 3.128 0.169
H 1.538 -3.171 -2.883 0.103
H 1.078 -5.452 -3.642 0.106
H 0.575 -7.259 -2.054 0.104
H 0.480 -6.803 0.384 0.110
H 0.711 -4.600 2.196 0.168
C -1.790 -1.974 -3.533 0.007
C -0.697 -1.043 -3.042 -0.494
O -0.453 -1.059 -1.819 -0.067
N -0.078 -0.368 -3.999 0.070
C 1.120 0.444 -3.952 -0.142
C 2.333 -0.236 -3.586 -0.288
C 3.363 -0.370 -4.547 -0.052
C 4.474 -1.155 -4.346 -0.095
C 4.576 -1.823 -3.129 -0.103
C 3.541 -1.656 -2.218 -0.218
N 2.466 -0.877 -2.363 0.059
H -2.443 -2.214 -2.699 0.084
H -1.345 -2.899 -3.904 0.078
H -2.378 -1.522 -4.332 0.082
H -0.336 -0.725 -4.911 0.139
H 0.820 1.577 -2.006 -0.002
H 1.229 1.009 -4.871 0.071
H 3.218 0.120 -5.502 0.101
H 5.196 -1.299 -5.141 0.099
H 5.330 -2.564 -2.896 0.092
H 3.628 -2.269 -1.331 0.090
O 1.250 1.276 -1.208 -0.286
Cl -3.399 4.271 1.143 0.757
C -5.115 4.089 1.021 -0.576
C -5.877 5.201 0.702 -0.107
C -7.248 5.069 0.552 -0.081
C -7.852 3.835 0.718 -0.113
C -7.073 2.737 1.046 -0.589
Cl -7.855 1.204 1.261 0.692
C -5.691 2.830 1.218 -0.309
N -4.931 1.674 1.505 0.061
C -4.196 1.600 2.686 -0.230
C -4.547 2.357 3.805 -0.030
C -3.839 2.248 4.990 -0.092
C -2.776 1.366 5.093 -0.109
C -2.449 0.591 3.989 -0.063
C -3.136 0.681 2.786 -0.155
C -2.764 -0.218 1.635 -0.050
C -2.192 0.534 0.416 -0.606
O -2.979 0.994 -0.408 0.032
O -0.920 0.639 0.375 -0.123
H -5.387 6.153 0.557 0.103
H -7.847 5.932 0.295 0.107
H -8.919 3.712 0.597 0.102
H -4.420 1.338 0.679 0.100
H -5.383 3.042 3.736 0.116
H -4.128 2.856 5.839 0.101
H -2.220 1.271 6.016 0.092
H -1.635 -0.126 4.064 0.094
H -3.633 -0.793 1.303 0.131
H -2.013 -0.929 1.990 0.097
```

***

No. 2
ORCA calculation (ωB97M-V/def2-TZVPD) on a molecular structure, C38H35ClN2ReSi2 at a distorted geometry.

Output
* energy relative to the best compared isomer or geometry (same formula, charge and spin): 1.484 eV
* Kohn-Sham gap (spin up / spin down): 5.829 / 5.453 eV
* multiplicity: 4
* charge: +2
* HOMO level (spin up / spin down): -12.554 / -12.856 eV

Structure (XYZ):
```
79
Properties=species:S:1:pos:R:3:lowdin_charge:R:1
C -1.430 0.592 4.501 -0.205
C -0.576 -0.437 3.968 -0.205
C 0.575 0.200 3.399 -0.224
H -0.747 -1.501 4.037 0.132
C 0.442 1.616 3.585 -0.201
C -0.791 1.853 4.275 -0.195
H -1.129 2.805 4.652 0.125
H -2.326 0.440 5.102 0.146
H 1.397 -0.309 2.910 0.121
H 1.148 2.382 3.280 0.131
Re -1.138 0.879 2.450 1.228
Si 2.641 -1.022 -0.518 0.817
C 2.138 -2.369 -1.839 -0.298
C 2.353 -2.132 -3.215 -0.122
H 2.686 -1.143 -3.564 0.105
C 2.168 -3.144 -4.161 -0.069
H 2.421 -2.936 -5.204 0.114
C 1.713 -4.410 -3.792 -0.063
H 1.619 -5.221 -4.523 0.117
C 1.448 -4.647 -2.438 -0.068
H 1.082 -5.637 -2.143 0.114
C 1.677 -3.641 -1.490 -0.116
H 1.465 -3.852 -0.445 0.098
C 4.262 -0.619 -1.476 -0.289
C 5.178 -1.629 -1.859 -0.089
H 4.955 -2.674 -1.648 0.109
C 6.364 -1.331 -2.549 -0.068
H 7.053 -2.132 -2.829 0.114
C 6.685 -0.025 -2.904 -0.071
H 7.639 0.219 -3.395 0.119
C 5.750 0.970 -2.621 -0.066
H 5.957 1.995 -2.899 0.103
C 4.539 0.659 -1.967 -0.105
H 3.807 1.459 -1.841 0.081
H 3.001 -1.701 0.759 0.028
Si 0.058 0.606 -2.432 0.966
C 1.219 1.432 -1.286 -0.357
C 1.893 0.735 -0.126 -0.399
H 1.119 0.475 0.625 0.049
C 2.936 1.514 0.550 -0.082
H 3.608 0.955 1.191 0.123
C 3.018 2.872 0.397 -0.052
H 3.777 3.442 0.930 0.127
C 2.144 3.548 -0.480 -0.005
H 2.181 4.639 -0.563 0.131
C 1.276 2.830 -1.304 -0.117
H 0.601 3.352 -1.995 0.114
C -0.735 -0.955 -1.842 -0.352
C -0.646 -1.352 -0.506 -0.218
H -0.083 -0.744 0.194 0.014
C -1.217 -2.523 -0.036 -0.105
H -1.049 -2.812 1.004 0.114
C -1.913 -3.342 -0.924 -0.050
H -2.361 -4.275 -0.560 0.123
C -1.999 -2.977 -2.271 -0.045
H -2.535 -3.620 -2.969 0.121
C -1.399 -1.807 -2.740 -0.068
H -1.432 -1.529 -3.792 0.114
H -0.803 1.480 -3.141 -0.008
Cl -1.553 1.564 0.198 0.207
N -3.008 -0.368 2.164 -0.005
C -4.240 0.334 1.850 -0.246
C -5.335 -0.296 1.311 0.012
C -6.494 0.460 1.019 -0.031
C -6.550 1.821 1.294 0.011
C -5.443 2.477 1.904 -0.128
C -5.439 3.819 2.312 0.030
C -4.278 4.337 2.835 -0.019
C -3.118 3.561 2.922 -0.094
N -3.110 2.262 2.625 -0.019
C -4.260 1.699 2.156 -0.188
H -3.174 -0.886 3.031 0.124
H -2.814 -1.090 1.466 0.082
H -5.308 -1.373 1.109 0.132
H -7.359 -0.034 0.575 0.122
H -7.445 2.414 1.081 0.132
H -6.357 4.411 2.198 0.144
H -4.210 5.369 3.182 0.126
H -2.186 4.017 3.246 0.116
```